(1)
Below is a structure of composition C10H12F6MgN4O6S2 at a distorted geometry, with properties calculated with ωB97M-V/def2-TZVPD.

Each line ends with the Mulliken charge.
Cartesian coordinates (Å):
C (1.661, -2.541, -1.248)  0.66
C (1.719, 1.881, -1.774)  0.51
H (2.691, -4.421, -1.825)  0.38
F (2.720, 1.687, 2.079)  -0.25
C (-2.870, -3.509, 1.954)  -1.04
S (-2.644, 0.802, -1.896)  1.23
H (-3.129, 2.821, 2.683)  0.32
H (-2.387, 1.761, 3.916)  0.37
F (-3.285, 2.627, -3.916)  -0.13
H (-3.436, 1.017, 2.829)  0.28
O (-3.648, 1.326, -1.027)  -0.53
S (2.242, -0.843, 2.123)  1.23
N (-0.739, 1.424, 1.215)  -0.39
O (1.689, -0.664, 3.460)  -0.69
N (-1.566, -1.529, 0.764)  -0.32
H (3.174, 3.060, -2.965)  0.37
H (-2.907, -4.352, 1.264)  0.31
C (3.465, 0.536, 2.018)  0.59
H (3.036, -3.582, -0.112)  0.25
Mg (-0.137, -0.108, -0.004)  0.83
O (-1.361, 0.448, -1.295)  -0.35
O (1.222, -0.526, 1.164)  -0.27
F (4.133, 0.556, 0.881)  -0.22
C (-2.713, 1.832, 2.878)  -1.11
C (-1.627, 1.633, 1.953)  0.75
F (-1.185, 2.083, -3.853)  -0.14
C (-2.146, -2.376, 1.280)  0.47
H (3.745, -3.143, -1.421)  0.30
C (2.109, 2.858, -2.850)  -1.11
H (-2.321, -3.749, 2.865)  0.32
N (1.406, 1.188, -0.905)  -0.24
H (-3.850, -3.119, 2.228)  0.31
C (-2.250, 2.330, -3.134)  0.63
F (4.251, 0.504, 3.026)  -0.19
O (-2.985, -0.293, -2.816)  -0.29
C (2.768, -3.554, -1.168)  -0.95
F (-1.937, 3.457, -2.446)  -0.15
N (0.736, -1.772, -1.311)  -0.60
O (3.032, -2.063, 1.855)  -0.68
H (1.764, 2.540, -3.834)  0.29
H (1.561, 3.775, -2.635)  0.27

The HOMO energy (alpha / beta) is -12.0 / -11.9 eV. The energy relative to the best compared isomer or geometry (same formula, charge and spin) is 1.0144 eV. As for the expectation value of S²: 0.764. Its gap between HOMO and LUMO (alpha / beta) is 9.247 / 2.081 eV. Its spin multiplicity is 2. Its charge is +1.

(2)
Below is a cluster of 7 separate species, C74H172BrN2O2P4 in total at a distorted geometry, with properties calculated with ωB97M-V/def2-TZVPD.

Each line ends with the Mulliken charge.
Cartesian coordinates (Å):
C (-6.605, 6.807, -2.353)  -1.03
H (-6.676, 2.446, 1.971)  -0.23
H (6.913, -3.009, -8.501)  0.41
H (4.881, 3.448, 4.363)  0.24
H (-7.154, 6.907, -1.437)  0.28
C (0.854, -4.843, 3.062)  -0.99
H (-8.658, -4.188, 6.731)  0.32
H (5.741, 8.517, 2.640)  0.26
H (2.250, -6.001, -1.736)  0.15
H (-8.243, 0.006, 4.909)  0.26
O (0.167, -3.508, 1.139)  -0.17
H (-9.642, 0.407, 3.735)  0.42
H (2.793, -1.351, -7.688)  0.74
C (-8.080, -0.801, 2.808)  -0.51
C (-6.529, 2.982, 1.047)  0.08
H (3.316, 2.421, -1.230)  0.42
C (-0.175, -4.591, 2.002)  0.96
C (2.343, -6.317, 1.709)  -0.72
H (8.083, 7.190, 2.865)  0.09
H (-6.967, -0.101, -0.743)  0.27
H (-2.408, 1.724, 8.760)  0.42
H (-8.615, -1.781, 2.836)  0.33
C (7.188, 6.896, 0.776)  -0.65
H (-2.994, -6.464, 0.530)  0.27
H (-4.379, 3.064, 0.872)  -0.01
H (-7.252, 4.579, -1.300)  0.12
C (7.769, 9.044, 1.928)  -0.59
H (-2.638, 1.400, 3.387)  -0.04
C (-4.401, -3.483, 3.962)  -0.32
H (-5.145, 0.813, -2.937)  0.53
H (-1.412, 2.746, 5.571)  0.35
H (4.317, -5.690, -3.104)  0.38
H (5.132, 2.035, 5.451)  0.38
H (-5.657, 5.988, 2.524)  0.50
C (-4.002, 2.219, 4.482)  0.08
H (-0.226, -2.677, 1.489)  -0.04
C (6.562, 9.262, 2.800)  -1.19
H (9.019, 5.697, -1.520)  0.36
H (5.473, -4.314, -5.422)  0.81
H (8.661, 4.041, -1.645)  0.29
H (4.259, 3.555, 1.480)  -0.03
C (6.777, 2.476, 4.084)  -0.67
H (10.770, 4.969, -3.426)  0.38
H (-4.825, -2.955, 4.786)  1.06
C (-3.177, 2.017, -1.611)  -0.97
H (6.431, 3.307, -0.479)  0.50
H (5.096, -4.960, -10.483)  0.38
H (-0.463, 4.475, -1.702)  0.31
H (4.819, -3.043, -11.998)  0.35
H (3.295, -4.763, -7.914)  0.64
C (-1.623, -5.438, 5.828)  -1.78
H (-4.706, 1.068, 6.243)  0.40
H (3.064, -4.803, 4.619)  0.37
H (-6.052, -0.023, 2.444)  -0.49
H (8.838, -1.716, -8.386)  0.40
H (2.661, -3.103, 2.547)  0.35
C (-5.241, -4.885, 1.448)  -1.29
H (0.468, -1.040, -2.776)  0.35
H (4.925, 2.168, -0.718)  0.35
H (-6.098, -4.955, 0.761)  0.67
H (-3.640, -5.554, 3.782)  0.35
H (7.796, 5.061, 3.136)  0.70
H (-5.170, -5.814, -1.612)  0.32
H (-5.573, 6.571, -2.197)  0.26
H (-4.124, 1.204, 8.397)  0.41
H (-8.733, -5.638, 5.590)  0.34
H (7.491, -0.677, -8.752)  0.36
H (3.400, -5.288, -10.407)  0.37
H (-4.293, -5.338, 5.253)  0.56
H (0.451, -5.623, 3.654)  0.47
C (-4.021, -4.647, 0.583)  0.70
H (-4.960, 1.453, 0.665)  -0.41
H (7.574, 9.343, 0.886)  0.35
H (1.292, -5.254, -2.893)  0.39
H (11.415, 5.257, -1.074)  0.41
C (-5.973, -1.454, -2.024)  -1.04
H (8.926, -0.913, -6.093)  0.29
H (-3.830, -1.893, -1.652)  0.26
H (-8.058, -4.258, 2.846)  0.57
H (-0.954, 2.578, 7.390)  0.40
C (7.026, -2.427, -7.606)  -0.54
C (4.087, -3.823, -11.960)  -1.31
P (7.341, 5.124, 0.797)  0.80
H (-4.642, -2.818, -2.984)  0.41
C (4.098, -3.428, -9.427)  -0.50
H (-10.828, -4.241, 5.609)  0.42
C (-8.698, -4.533, 5.674)  -0.59
H (-3.646, -2.875, 3.477)  -0.58
H (-3.258, -4.292, 1.250)  -0.22
C (8.337, -0.354, -6.828)  -1.14
H (-1.123, -4.520, 2.556)  -1.15
H (3.216, -2.760, -9.499)  0.31
H (-5.332, -7.152, -0.583)  0.34
C (7.103, 3.033, 2.758)  -0.78
C (-5.722, 4.892, 2.478)  -1.36
H (-10.154, -4.092, 4.084)  0.28
C (1.423, -0.812, -4.719)  -0.62
H (-1.524, -6.294, 5.181)  0.35
C (-3.268, 3.489, 7.128)  -0.91
H (8.660, 9.563, 2.322)  0.40
H (-6.424, -2.199, -1.403)  0.44
H (-6.978, -5.478, 3.474)  0.72
C (-3.752, -4.754, 4.540)  -0.82
C (6.272, 4.400, -0.498)  -0.73
H (-6.193, -1.055, 3.832)  0.01
H (-6.007, 4.938, 0.314)  0.14
H (-6.508, -4.363, 5.503)  0.24
C (-2.466, -4.329, 5.161)  -0.07
C (7.961, -1.246, -7.955)  -0.66
C (3.443, -4.758, -4.884)  -1.02
H (6.199, 10.266, 2.583)  0.35
H (-2.264, 1.837, 0.354)  -0.08
H (-6.699, -1.347, -2.847)  0.42
H (-2.081, 4.472, -2.460)  0.25
C (-7.214, -4.421, 3.544)  -1.29
H (4.323, -4.480, -12.754)  0.42
H (-2.059, -5.856, 6.739)  0.44
C (2.925, -4.012, 2.070)  -1.00
H (1.975, -2.598, -6.822)  0.71
H (6.617, 2.538, 1.954)  0.63
C (-5.973, -2.064, 1.956)  -0.73
C (3.430, -5.078, -3.329)  -0.46
H (-4.107, -7.178, -1.787)  0.42
H (-4.658, 4.665, -2.379)  0.23
C (7.060, 4.529, 2.508)  -0.86
H (-3.352, 0.952, -1.622)  0.49
H (-6.753, 1.329, -2.529)  0.54
H (-3.048, 4.107, 6.271)  0.44
H (-5.131, -5.861, 1.959)  0.55
H (-4.343, 3.586, 7.357)  0.37
C (-9.943, -3.891, 5.134)  -1.20
C (4.151, -4.079, -8.057)  -1.28
H (3.444, -4.103, -2.832)  0.34
C (9.337, 4.727, -1.073)  -0.98
H (0.941, -3.971, 3.763)  0.32
H (-3.237, 0.549, 5.502)  0.47
H (-2.721, -3.574, 5.905)  0.37
H (7.372, 7.303, -0.241)  0.62
C (-5.221, 2.518, 0.437)  0.09
C (8.964, 4.672, 0.375)  -1.00
C (-8.545, 0.243, 3.817)  -1.25
C (-7.110, 5.633, -3.164)  -0.74
H (-4.294, -1.095, -3.264)  0.38
H (-4.273, 3.235, 4.677)  0.46
C (2.812, -1.897, -6.723)  -1.03
C (4.531, -3.798, -5.253)  -0.94
C (-2.058, 3.973, -0.342)  0.27
H (-5.251, -0.234, -0.411)  0.09
P (4.321, -2.914, -6.785)  0.78
H (-1.432, 4.116, 0.556)  0.53
H (-8.192, 5.731, -3.371)  0.38
C (-4.570, -1.850, -2.473)  -1.20
H (7.224, 3.148, 4.845)  0.28
C (8.121, 7.561, 1.802)  -0.51
C (10.804, 4.419, -1.371)  -0.31
H (-3.052, 4.396, -0.032)  -0.13
C (-2.127, 2.435, -0.570)  -0.70
H (3.532, -1.236, -4.805)  0.33
Br (-1.919, -0.933, 2.511)  -0.70
H (8.140, 2.746, 2.531)  0.17
H (4.617, 1.758, 3.873)  0.29
H (11.107, 3.502, -0.847)  0.32
H (1.674, -6.071, 0.846)  0.27
H (2.484, -6.444, 4.322)  0.40
H (-4.960, -1.770, 1.642)  0.28
H (4.262, 4.760, -1.269)  0.52
C (-5.981, -0.142, -1.195)  0.08
H (-6.603, -2.245, 1.032)  0.25
H (2.054, -6.858, -3.228)  0.39
N (-2.954, 2.070, 6.790)  0.08
H (5.034, -2.817, -9.458)  0.17
H (-1.123, 2.119, -0.898)  0.69
C (3.012, -5.592, 3.907)  -0.87
H (-9.867, -2.822, 5.291)  0.28
C (11.068, 4.144, -2.824)  -1.49
H (8.933, 0.507, -7.115)  0.41
H (3.580, -5.670, -5.456)  0.47
H (7.382, -3.007, -6.774)  0.41
C (-6.479, 4.497, 1.222)  -0.39
H (3.502, 1.516, 0.228)  0.36
H (5.701, -1.159, -6.318)  0.54
H (7.433, 0.096, -6.333)  0.24
H (6.110, 4.966, 2.841)  0.41
H (4.658, 5.762, 0.075)  0.38
H (-4.723, 4.492, 2.480)  0.15
H (5.248, -1.238, -7.996)  0.63
H (2.850, 4.081, 0.507)  0.37
H (6.721, 9.242, 3.840)  0.37
H (10.547, 3.249, -3.131)  0.34
C (-6.561, -0.929, 2.748)  0.77
H (-2.634, 3.922, 7.937)  0.38
H (-2.787, -5.530, -0.918)  0.53
H (1.586, -2.357, -3.027)  -0.01
H (4.616, -2.981, -4.546)  0.59
C (-6.873, 4.364, -2.308)  -0.51
C (-3.777, 1.442, 5.820)  -0.79
H (1.972, -7.222, 2.211)  0.33
H (-0.684, -5.187, 6.281)  0.45
C (-5.775, 1.079, -2.093)  -1.35
H (-5.340, 3.400, -3.461)  0.59
H (2.290, -0.826, -2.715)  0.30
C (3.913, 2.356, -0.323)  -1.34
H (-7.383, 2.678, 0.417)  0.58
C (-4.585, -6.529, -1.070)  -1.48
H (-1.160, 1.160, 6.304)  0.43
O (-2.859, 2.257, 3.694)  -0.38
H (-8.031, 1.139, 3.516)  0.20
H (-2.697, 0.194, 7.836)  0.31
H (-7.509, 3.517, -2.675)  0.26
H (-6.705, 7.746, -2.959)  0.38
C (2.715, -0.980, -5.506)  -0.80
C (-3.071, 1.225, 8.048)  -0.82
H (-6.622, 5.501, -4.107)  0.39
C (4.752, 4.766, -0.314)  -1.06
P (-4.932, 2.495, -1.353)  1.52
C (3.900, 3.685, 0.442)  0.03
H (9.169, 7.469, 1.455)  0.28
C (-3.512, -5.810, -0.206)  -0.56
C (-1.515, 4.730, -1.547)  -1.50
H (1.216, 0.275, -4.776)  0.28
H (9.148, 3.656, 0.684)  0.50
H (-8.351, -0.400, 1.859)  0.39
H (4.043, -5.771, 3.554)  0.41
N (2.229, -5.190, 2.708)  0.15
H (6.616, 4.854, -1.426)  0.52
C (2.174, -5.845, -2.802)  -1.19
P (-5.763, -3.695, 2.767)  1.18
H (-2.861, 2.245, -2.688)  0.32
H (3.092, -3.355, -12.090)  0.32
H (3.088, -0.037, -5.867)  0.49
H (9.743, 5.215, 0.916)  0.60
H (3.934, -4.301, 1.944)  0.41
H (-1.472, 5.801, -1.532)  0.46
C (5.298, 2.389, 4.432)  -1.15
H (-4.797, 1.688, 3.936)  -0.38
C (-5.429, 3.852, -2.450)  -0.76
H (0.585, -1.267, -5.135)  0.43
H (-7.556, 4.943, 1.307)  0.40
H (7.257, 1.500, 4.007)  0.35
H (-7.474, -2.917, 5.205)  0.16
H (6.130, 7.135, 1.026)  0.31
C (5.659, -1.841, -7.149)  -1.59
H (2.464, -4.029, 1.090)  0.49
H (-6.296, 4.564, 3.346)  0.36
C (-1.506, 2.153, 6.483)  -0.89
H (-1.750, -3.888, 4.518)  0.01
H (12.122, 3.902, -2.954)  0.41
C (4.144, -4.485, -10.535)  -0.60
C (1.442, -1.277, -3.262)  -0.88
C (-7.410, -4.000, 5.045)  -0.22
H (-0.483, -5.434, 1.387)  0.41
H (3.376, -6.366, 1.457)  0.42
H (-4.261, -3.786, -0.073)  -0.37
H (2.519, -4.355, -5.243)  0.53
H (5.067, -4.668, -7.938)  0.50

The HOMO energy is -16.8 eV. Its gap between HOMO and LUMO is 9.007 eV. Its spin multiplicity is 1. Its charge is +5.

(3)
Below is the molecule C5H6OS at a distorted geometry, with properties calculated with ωB97M-V/def2-TZVPD.

Each line ends with the Mulliken charge.
Cartesian coordinates (Å):
C (0.157, -0.507, 0.295)  0.92
H (1.028, -2.075, 1.219)  0.28
H (1.086, -0.807, 3.423)  0.31
C (-0.301, -1.460, -0.754)  -0.08
H (2.449, -0.319, 2.481)  0.31
H (0.223, -2.519, -0.636)  0.18
O (-1.049, -1.294, -1.680)  -0.43
C (0.843, -1.022, 1.316)  -0.29
C (1.388, -0.350, 2.504)  -1.15
C (-0.302, 0.893, 0.218)  -0.44
H (1.027, 0.684, 2.496)  0.30
S (-0.477, 1.797, -1.138)  -0.18
H (-0.503, 1.311, 1.199)  0.28

The HOMO energy is -8.7 eV. The energy relative to the best compared isomer or geometry (same formula, charge and spin) is 1.4671 eV. Its gap between HOMO and LUMO is 7.869 eV. Its spin multiplicity is 1.

(4)
Below is a cluster of 2 separate species, C4H10N2O2 in total at a distorted geometry, with properties calculated with ωB97M-V/def2-TZVPD.

Each line ends with the Mulliken charge.
Cartesian coordinates (Å):
H (1.068, 1.483, -1.621)  0.31
O (-1.219, 1.858, -1.384)  -0.61
O (-2.369, 0.014, -0.808)  -0.49
H (0.307, 1.627, 1.444)  0.29
H (0.047, -1.196, 2.636)  0.37
H (-1.257, 0.710, 1.667)  0.18
H (1.597, -0.244, 2.397)  0.28
H (1.909, 0.365, -0.513)  0.28
C (-0.162, 0.705, 1.748)  -0.37
C (1.205, 0.440, -1.346)  -0.99
N (-0.231, -1.436, -0.626)  -0.85
H (0.169, -2.017, -1.359)  0.23
C (0.524, -0.293, 2.287)  -0.75
N (-0.086, -0.073, -0.947)  0.44
C (-1.251, 0.711, -1.034)  0.65
H (0.267, -1.628, 0.247)  0.23
H (1.603, -0.121, -2.195)  0.35
H (-2.120, -0.905, -0.592)  0.45

The HOMO energy is -9.5 eV. The energy relative to the best compared isomer or geometry (same formula, charge and spin) is 2.6129 eV. Its gap between HOMO and LUMO is 10.239 eV. Its spin multiplicity is 1.

(5)
Below is the molecule C3H7ClS2 at a distorted geometry, with properties calculated with ωB97M-V/def2-TZVPD.

Each line ends with the Mulliken charge.
Cartesian coordinates (Å):
H (1.208, -1.061, 1.425)  0.35
C (0.203, 0.498, 0.305)  0.03
H (-2.001, 0.844, 0.606)  0.43
H (-1.976, -0.090, -1.825)  0.13
H (2.311, 0.036, 0.613)  0.38
S (0.445, 1.630, -1.112)  -0.15
S (-1.991, -1.071, -0.864)  -0.18
C (-1.281, 0.031, 0.445)  -0.91
H (1.304, 0.808, -1.674)  0.14
C (1.371, -0.514, 0.478)  -0.69
H (0.262, 1.101, 1.185)  0.28
Cl (1.513, -1.627, -0.918)  -0.15
H (-1.369, -0.587, 1.337)  0.33

The HOMO energy is -9.0 eV. The energy relative to the best compared isomer or geometry (same formula, charge and spin) is 0.0781 eV. Its gap between HOMO and LUMO is 9.660 eV. Its spin multiplicity is 1.

(6)
Below is a cluster of 2 separate species, C11H14N3 in total at a distorted geometry, with properties calculated with ωB97M-V/def2-TZVPD.

Each line ends with the Mulliken charge.
Cartesian coordinates (Å):
H (-2.462, 0.131, -2.086)  0.22
N (-0.479, -1.155, -1.806)  -0.59
C (-3.422, 1.285, -0.619)  -0.21
H (-3.503, 2.361, 1.386)  0.39
C (3.315, -0.453, -0.279)  -0.92
C (1.052, 0.295, -0.414)  1.20
H (0.372, -1.527, -2.139)  0.25
H (0.632, 2.421, 0.224)  0.35
H (4.069, -1.237, -0.361)  0.40
H (-1.135, -1.869, -1.601)  0.24
N (-2.427, 0.650, -1.235)  -0.33
H (1.834, -1.798, -0.877)  0.21
H (-1.308, -2.330, 1.608)  0.35
C (2.664, 1.899, 0.057)  -0.69
C (2.002, -0.731, -0.562)  -0.72
H (4.660, 1.138, 0.310)  0.31
H (-0.374, -0.896, 2.157)  0.32
C (-2.943, 1.769, 0.648)  -0.82
H (-4.276, 1.576, -1.217)  0.40
H (0.720, -2.247, 1.443)  0.32
C (1.338, 1.604, -0.117)  -0.01
C (-1.654, 1.230, 0.744)  0.14
C (3.605, 0.857, 0.007)  -0.38
H (-0.909, 1.541, 1.589)  0.42
C (-0.263, -0.195, -0.773)  0.32
H (2.868, 2.972, 0.451)  0.27
C (-0.349, -1.794, 1.624)  -0.92
N (-1.374, 0.553, -0.362)  0.48

The HOMO energy (alpha / beta) is -10.5 / -11.9 eV. The energy relative to the best compared isomer or geometry (same formula, charge and spin) is 3.9195 eV. Its gap between HOMO and LUMO (alpha / beta) is 7.100 / 7.694 eV. Its spin multiplicity is 1. Its charge is +1.

no.,E_tot (eV)
1,-72222.803
2,-193760.101
3,-18163.171
4,-11384.290
5,-37417.117
6,-16093.242